The following is a quantum chemistry calculation of the molecule C6H9NO in a non-equilibrium geometry, from the Open Molecules 2025 dataset.

HOMO (spin up / spin down) (eV): -7.4792 / -7.4791
Energy relative to the best compared isomer or geometry (same formula, charge and spin) (kcal per mole): 77.2
LUMO energy (spin up / spin down) (eV): -0.385 / -0.380
Calculated total energy (eV): -9902.258
Strongest force on any atom (eV Å⁻¹): 3.05
2S+1: 1

Last column: Mulliken charge in e.
Positions of all 17 atoms, in Å:
1 O 2.488 -0.498 0.810  -0.622
2 C 0.649 -2.225 -0.491  -1.183
3 H -3.415 0.273 -0.029  0.317
4 H 0.204 -2.554 -1.433  0.386
5 H 0.209 -2.807 0.332  0.241
6 H -2.530 0.501 1.504  0.275
7 C 1.525 0.049 0.286  0.728
8 C 1.571 1.536 -0.022  -1.237
9 N -0.726 -0.264 -0.621  -0.172
10 H 1.720 -2.426 -0.519  0.295
11 C -1.354 0.705 -0.218  0.178
12 H 2.604 1.876 0.068  0.362
13 H -2.936 1.903 0.483  0.289
14 C 0.437 -0.758 -0.277  0.430
15 C -2.635 0.854 0.473  -0.953
16 H 1.241 1.766 -1.026  0.355
17 H 0.948 2.069 0.680  0.309